Molecular formula: C21H27BrClGdN12O13S
Method: DFT, the ωB97M-V functional and the def2-TZVPD basis

## Properties
**E_HOMO (spin up / spin down)**: -3.66 / -3.70 eV
**Lowest unoccupied orbital energy (spin up / spin down)**: 3.17 / 3.48 eV
**ΔE to the lowest compared entry with this formula, charge and spin**: 0.00 kcal/mol
**Total energy**: -6649.5654 a.u.
**Gap between HOMO and LUMO (spin up / spin down)**: 0.251 / 0.264 Eh

Geometry as ORCA input:
```
! RIJCOSX wB97M-V def2-TZVPD def2/J DEFGRID3
* xyz -2 8
Gd 0.82173 0.74890 1.53229
C -3.72738 2.39293 2.16653
C -2.41307 1.65061 2.19054
N -1.72196 1.50642 1.09399
O -2.11275 2.32781 0.06601
C -1.94092 0.90073 3.35658
C -2.88579 0.25283 4.34932
N -0.64462 0.65167 3.35366
O -0.06397 -0.15647 4.14044
H -4.21763 2.04961 1.17879
H -3.60392 3.50084 2.04732
H -4.27374 2.26421 3.09625
H -1.52926 2.10192 -0.70371
H -3.69442 -0.12468 3.77940
H -3.21842 0.99596 5.06223
H -2.26021 -0.49305 4.88910
N 5.33327 -1.71089 -2.30766
C 4.38296 -1.08453 -3.04184
N 3.07114 -1.10181 -2.60608
N 4.71443 -0.62016 -4.18028
C 3.78122 -0.06006 -4.94374
N 3.02795 0.56359 -5.58103
H 5.12203 -1.80353 -1.34085
H 6.26333 -1.68951 -2.64192
H 2.86842 -1.53470 -1.69026
H 2.55518 -0.21656 -2.79309
S -4.23228 -4.34763 -4.41850
C -3.28671 -2.98344 -4.13892
N -1.96419 -3.03281 -3.98419
C -1.03413 -1.98327 -3.58487
C -1.81220 -0.82598 -2.96089
C -2.98264 -0.53025 -3.92522
N -3.82948 -1.72953 -4.04855
H -1.56881 -4.00088 -3.88123
H -0.42263 -1.63585 -4.46406
H -0.39615 -2.48350 -2.87592
H -1.19548 0.04096 -3.00412
H -2.29573 -1.02846 -2.01692
H -2.56071 -0.24734 -4.92563
H -3.60730 0.26508 -3.57294
H -4.75337 -1.65002 -4.37099
C -2.82686 -5.32913 -1.17953
N -2.00292 -4.23819 -0.64882
C -2.42051 -3.43461 0.34692
C -1.66846 -2.46316 0.84666
C -0.34398 -2.29788 0.26244
O 0.37812 -1.23726 0.55423
N 0.10735 -3.17245 -0.69575
C -0.72530 -4.15928 -1.18089
O -0.39219 -4.92058 -2.07938
H -3.82483 -5.09530 -0.76772
H -2.45110 -6.31824 -0.86016
H -2.81855 -5.32249 -2.29222
H -3.36369 -3.65029 0.71332
H -1.95697 -1.70231 1.56234
O 3.32534 1.01033 0.38720
Cl 3.99727 0.00903 1.19639
O 4.82275 0.63415 2.14736
O 4.75222 -0.90045 0.34589
O 2.95068 -0.83698 1.82181
O 1.36456 1.28321 -2.85875
N 0.56366 1.59078 -1.97349
O -0.61831 1.82519 -2.19943
O 0.95347 1.55495 -0.74030
Br 4.94669 5.11935 6.54358
C 3.69968 5.36035 5.17480
C 3.16887 6.58167 4.77310
N 2.19525 6.59575 3.87220
C 1.68160 5.43819 3.43742
C 2.30150 4.23098 3.66453
C 3.36917 4.19337 4.50529
C 1.76704 2.98361 2.97005
O 2.26787 1.88670 3.25241
O 0.81729 3.19813 2.17439
H 3.62977 7.54741 5.10223
H 0.71945 5.59211 2.83152
H 3.94231 3.30416 4.69132
*
```

Löwdin population analysis, charges in e, atoms 1 to 4: Gd 1.815; C -0.026; C -0.297; N -0.048